# 1
{
  "formula": "C44H54MgN5O2PS4",
  "method": "ωB97M-V/def2-TZVPD",
  "elements": ["Mg", "N", "C", "S", "N", "N", "C", "C", "C", "C", "C", "C", "C", "O", "H", "H", "H", "H", "H", "H", "H", "S", "C", "S", "C", "C", "N", "C", "N", "C", "C", "C", "C", "C", "C", "P", "C", "C", "C", "C", "C", "C", "C", "C", "C", "C", "C", "C", "H", "H", "H", "H", "H", "H", "H", "H", "H", "H", "H", "H", "H", "H", "H", "H", "H", "H", "H", "H", "H", "H", "H", "H", "H", "H", "H", "H", "H", "H", "H", "H", "H", "O", "S", "C", "C", "C", "C", "C", "C", "C", "C", "C", "C", "C", "C", "C", "C", "H", "H", "H", "H", "H", "H", "H", "H", "H", "H", "H", "H", "H", "H"],
  "coordinates": [[-0.401, -0.547, -0.242], [-4.139, -1.763, -2.119], [-3.036, -1.591, -1.296], [-1.532, -2.197, -1.873], [-3.287, -1.091, -0.128], [-2.194, -0.898, 0.665], [-2.417, -0.729, 1.917], [-1.391, -0.553, 2.911], [-1.778, -0.259, 4.224], [-0.854, -0.079, 5.230], [0.504, -0.187, 4.915], [0.915, -0.500, 3.641], [-0.008, -0.710, 2.584], [0.382, -1.052, 1.401], [-3.880, -1.840, -3.086], [-4.873, -1.094, -1.931], [-3.456, -0.758, 2.257], [-2.839, -0.153, 4.437], [-1.175, 0.153, 6.238], [1.247, -0.013, 5.685], [1.971, -0.558, 3.412], [1.872, 2.075, -1.779], [1.896, 2.174, -0.060], [0.441, 2.144, 0.868], [3.136, 2.296, 0.588], [4.362, 2.308, -0.119], [5.399, 2.313, -0.633], [3.280, 2.357, 1.996], [3.495, 2.403, 3.132], [1.826, -6.176, -1.076], [1.071, -5.352, -0.038], [1.735, -3.976, 0.115], [2.273, -3.437, -1.235], [1.447, -4.027, -2.380], [1.629, -5.552, -2.466], [2.205, -1.561, -1.201], [2.667, -1.029, -2.938], [3.704, -1.847, -3.739], [3.442, -1.760, -5.250], [3.063, -0.330, -5.631], [1.717, 0.067, -4.990], [1.395, -0.804, -3.771], [3.781, -1.099, -0.310], [3.548, -1.070, 1.206], [4.867, -0.852, 1.940], [5.821, -2.046, 1.739], [5.492, -2.825, 0.457], [5.069, -1.877, -0.663], [1.489, -7.217, -1.077], [2.890, -6.181, -0.817], [1.058, -5.865, 0.927], [0.033, -5.231, -0.359], [2.557, -4.059, 0.830], [1.012, -3.269, 0.528], [3.316, -3.746, -1.372], [1.726, -3.583, -3.336], [0.399, -3.792, -2.211], [2.487, -5.795, -3.103], [0.742, -5.983, -2.940], [3.075, -0.031, -2.750], [3.715, -2.899, -3.441], [4.701, -1.443, -3.543], [2.631, -2.438, -5.536], [4.337, -2.077, -5.795], [3.018, -0.224, -6.719], [3.850, 0.339, -5.271], [0.903, -0.004, -5.718], [1.782, 1.108, -4.665], [0.954, -1.753, -4.083], [0.652, -0.300, -3.152], [3.924, -0.061, -0.626], [3.075, -1.991, 1.556], [2.860, -0.256, 1.431], [4.683, -0.695, 3.005], [5.325, 0.064, 1.555], [5.764, -2.727, 2.594], [6.852, -1.682, 1.686], [4.685, -3.536, 0.653], [6.364, -3.407, 0.144], [4.951, -2.441, -1.588], [5.878, -1.157, -0.830], [-1.035, 0.883, -1.435], [-0.721, 2.353, -1.457], [-0.872, 2.737, -3.347], [-2.057, 2.363, -4.137], [-2.378, 1.022, -4.374], [-3.479, 0.689, -5.145], [-4.291, 1.675, -5.694], [-3.975, 3.008, -5.479], [-2.870, 3.344, -4.712], [-2.332, 3.289, -0.875], [-3.637, 2.640, -0.591], [-3.981, 2.295, 0.718], [-5.214, 1.738, 1.011], [-6.136, 1.492, 0.007], [-5.818, 1.842, -1.298], [-4.591, 2.417, -1.586], [0.005, 2.180, -3.672], [-0.663, 3.807, -3.393], [-1.757, 0.245, -3.942], [-3.699, -0.351, -5.352], [-5.155, 1.408, -6.291], [-4.596, 3.788, -5.905], [-2.628, 4.390, -4.554], [-2.413, 4.066, -1.637], [-1.918, 3.715, 0.041], [-3.273, 2.489, 1.516], [-5.462, 1.495, 2.037], [-7.087, 1.024, 0.234], [-6.531, 1.685, -2.101], [-4.374, 2.721, -2.595]],
  "forces_ev_per_a": [[0.7, 0.0, -0.7], [-0.2, 0.1, 0.0], [-0.1, -0.2, 0.5], [0.3, -0.1, -0.3], [-0.9, 0.2, -0.1], [-0.2, 0.0, 0.4], [-0.3, -0.2, -0.3], [0.3, 0.1, 0.1], [0.0, 0.1, -0.1], [-0.1, 0.0, 0.1], [0.0, 0.0, 0.0], [0.1, 0.0, 0.0], [-0.2, -0.2, 0.2], [0.5, -0.1, 0.8], [0.0, 0.0, -0.2], [0.0, 0.0, 0.0], [0.0, 0.0, 0.0], [0.0, 0.0, 0.0], [0.0, 0.0, 0.0], [0.0, 0.0, 0.0], [0.0, 0.0, 0.0], [0.8, -0.2, 0.0], [0.0, 0.2, -0.1], [0.4, -0.1, 0.8], [-0.1, 0.0, 0.0], [0.2, 0.1, -0.2], [0.0, 0.0, 0.0], [0.0, 0.1, 0.3], [-0.1, 0.0, -0.1], [-0.1, 0.0, 0.0], [0.2, 0.0, 0.0], [-0.1, -0.1, -0.1], [-0.1, 0.3, 0.1], [0.2, -0.1, 0.0], [0.0, 0.0, 0.1], [0.5, -0.1, -0.5], [-0.3, -0.2, 0.0], [-0.1, 0.0, -0.1], [0.1, 0.1, 0.0], [-0.1, -0.1, 0.0], [0.1, -0.1, 0.0], [0.1, 0.2, 0.0], [-0.3, 0.0, 0.1], [0.1, 0.2, 0.0], [0.0, -0.1, 0.0], [-0.1, 0.0, -0.1], [0.1, 0.1, 0.0], [0.0, -0.1, 0.0], [0.1, 0.0, 0.0], [0.0, 0.0, 0.0], [-0.1, 0.0, 0.0], [0.0, 0.0, 0.0], [0.0, 0.1, 0.0], [0.1, 0.0, 0.1], [0.0, 0.0, 0.0], [-0.1, 0.0, 0.0], [-0.1, 0.0, 0.0], [0.0, 0.0, 0.0], [0.0, 0.0, 0.0], [0.0, 0.0, 0.0], [0.1, 0.0, 0.0], [0.0, -0.1, 0.0], [0.0, 0.0, 0.0], [0.0, 0.0, 0.0], [0.0, 0.1, 0.0], [0.0, 0.0, 0.0], [0.0, 0.0, 0.0], [-0.1, 0.0, 0.0], [0.0, 0.0, 0.0], [-0.1, 0.0, 0.0], [0.0, 0.0, 0.0], [-0.1, 0.0, 0.0], [-0.1, -0.1, 0.0], [0.0, 0.1, 0.0], [0.0, 0.0, 0.0], [0.0, 0.0, 0.0], [0.0, 0.0, 0.0], [0.0, 0.0, 0.0], [0.0, -0.1, 0.0], [0.1, 0.1, 0.0], [0.0, 0.0, 0.0], [-0.4, -0.1, -0.4], [-1.6, 1.4, -1.2], [0.3, -0.3, 1.0], [-0.5, -0.1, -0.1], [0.1, 0.0, 0.1], [-0.1, 0.0, -0.1], [0.0, 0.0, 0.0], [-0.1, 0.0, 0.0], [0.1, 0.0, 0.1], [0.8, -0.2, -0.2], [-0.3, -0.3, 0.0], [0.2, 0.1, 0.0], [-0.1, -0.1, 0.1], [0.0, 0.0, -0.1], [-0.1, 0.0, 0.0], [0.2, 0.0, 0.1], [0.1, 0.1, -0.1], [0.1, 0.0, 0.0], [0.0, 0.0, 0.1], [0.0, 0.0, 0.1], [0.0, 0.0, 0.0], [0.0, 0.0, 0.0], [0.0, 0.0, 0.0], [-0.1, 0.0, 0.0], [-0.1, 0.1, 0.0], [0.0, -0.1, 0.0], [0.1, -0.1, 0.0], [0.0, 0.0, 0.0], [0.0, 0.0, 0.0], [0.1, 0.0, -0.3]],
  "nbo_charge": [1.73, -0.83, 0.28, -0.58, -0.45, -0.43, 0.09, -0.17, -0.18, -0.31, -0.18, -0.28, 0.41, -0.92, 0.38, 0.38, 0.16, 0.19, 0.19, 0.20, 0.22, -0.33, -0.18, -0.31, -0.56, 0.36, -0.45, 0.34, -0.43, -0.40, -0.40, -0.41, -0.54, -0.43, -0.39, 0.88, -0.55, -0.41, -0.39, -0.40, -0.40, -0.43, -0.52, -0.42, -0.42, -0.38, -0.40, -0.42, 0.19, 0.19, 0.20, 0.21, 0.19, 0.25, 0.20, 0.21, 0.24, 0.19, 0.20, 0.27, 0.19, 0.20, 0.19, 0.19, 0.19, 0.20, 0.19, 0.21, 0.20, 0.25, 0.26, 0.20, 0.25, 0.21, 0.21, 0.19, 0.19, 0.19, 0.19, 0.20, 0.21, -1.16, 1.27, -0.65, 0.07, -0.23, -0.20, -0.25, -0.23, -0.26, -0.61, -0.02, -0.22, -0.15, -0.25, -0.22, -0.21, 0.25, 0.21, 0.25, 0.20, 0.20, 0.20, 0.20, 0.21, 0.24, 0.22, 0.19, 0.20, 0.20, 0.21],
  "gap_ev": 5.8,
  "e_lumo_ev": 4.082,
  "multiplicity": 1,
  "total_charge": -2
}

# 2
{
  "formula": "C42H36N8RhSi",
  "method": "ωB97M-V/def2-TZVPD",
  "elements": ["Rh", "C", "C", "C", "C", "C", "N", "C", "C", "C", "C", "C", "C", "C", "N", "C", "C", "C", "N", "C", "C", "N", "C", "C", "C", "N", "H", "H", "H", "H", "H", "H", "H", "H", "H", "H", "H", "H", "H", "H", "H", "H", "H", "H", "C", "C", "C", "C", "C", "C", "Si", "C", "C", "C", "C", "C", "C", "H", "H", "H", "H", "H", "H", "H", "H", "H", "H", "H", "N", "C", "C", "C", "C", "C", "C", "C", "N", "C", "C", "N", "C", "H", "H", "H", "H", "H", "H", "H"],
  "coordinates": [[0.164, -0.183, 1.104], [-1.619, -5.528, -2.989], [-1.400, -4.606, -1.815], [-2.413, -4.332, -0.900], [-2.197, -3.474, 0.161], [-0.961, -2.856, 0.391], [-0.810, -1.945, 1.462], [-1.373, -2.279, 2.692], [-1.403, -3.609, 3.132], [-2.001, -3.979, 4.320], [-2.586, -3.041, 5.168], [-3.257, -3.436, 6.464], [-2.512, -1.722, 4.773], [-1.929, -1.349, 3.563], [-2.004, 0.023, 3.182], [-3.026, 0.858, 3.396], [-2.640, 2.126, 2.998], [-1.342, 1.965, 2.543], [-0.942, 0.683, 2.676], [0.040, -3.141, -0.532], [-0.188, -3.982, -1.618], [1.361, -2.631, -0.351], [2.496, -3.097, -0.897], [3.543, -2.341, -0.416], [2.949, -1.422, 0.443], [1.624, -1.614, 0.495], [-2.470, -6.185, -2.818], [-0.739, -6.146, -3.176], [-1.816, -4.959, -3.899], [-3.389, -4.790, -1.027], [-3.004, -3.251, 0.850], [-0.935, -4.358, 2.506], [-2.004, -5.027, 4.606], [-3.582, -4.476, 6.436], [-4.128, -2.810, 6.660], [-2.577, -3.324, 7.312], [-2.919, -0.953, 5.424], [-3.962, 0.495, 3.789], [-3.226, 3.031, 3.023], [-0.676, 2.710, 2.136], [0.601, -4.151, -2.341], [2.502, -3.951, -1.554], [4.590, -2.452, -0.648], [3.410, -0.677, 1.073], [-0.479, -1.703, -4.617], [0.562, -1.094, -3.922], [0.305, -0.472, -2.708], [-0.987, -0.449, -2.167], [-2.014, -1.080, -2.869], [-1.764, -1.690, -4.092], [-1.372, 0.406, -0.569], [-1.309, 2.258, -0.742], [-0.184, 2.951, -1.201], [-0.180, 4.336, -1.295], [-1.320, 5.057, -0.949], [-2.453, 4.387, -0.509], [-2.442, 3.000, -0.389], [-0.285, -2.182, -5.570], [1.565, -1.091, -4.333], [1.124, 0.009, -2.176], [-3.025, -1.077, -2.471], [-2.580, -2.145, -4.640], [-2.783, 0.090, -0.267], [0.697, 2.403, -1.515], [0.703, 4.853, -1.652], [-1.325, 6.137, -1.034], [-3.353, 4.941, -0.267], [-3.329, 2.490, -0.025], [6.326, 6.386, -4.603], [5.743, 5.816, -3.791], [5.011, 5.089, -2.779], [4.664, 5.702, -1.581], [3.953, 5.005, -0.621], [3.589, 3.687, -0.846], [3.934, 3.068, -2.042], [4.639, 3.767, -3.005], [2.849, 2.970, 0.154], [2.532, 3.412, 1.431], [1.819, 2.421, 2.012], [1.694, 1.371, 1.122], [2.323, 1.735, 0.028], [4.949, 6.731, -1.402], [3.683, 5.508, 0.297], [3.664, 2.038, -2.239], [4.904, 3.287, -3.938], [2.831, 4.370, 1.817], [1.437, 2.369, 3.018], [2.430, 1.116, -0.847]],
  "forces_ev_per_a": [[0.7, -2.1, 2.1], [0.0, 0.1, 0.1], [-0.1, -0.1, -0.1], [-0.1, 0.0, 0.2], [-0.2, 0.0, 0.0], [-0.3, 0.4, 0.5], [-0.2, 0.4, -0.6], [0.2, -0.1, -0.5], [0.1, -0.3, 0.1], [0.1, -0.2, -0.1], [-0.2, -0.1, 0.2], [0.2, 0.1, -0.1], [0.0, 0.3, 0.0], [-0.3, 0.2, 0.1], [-0.1, -0.2, 0.1], [-0.2, 0.0, 0.0], [0.0, 0.0, 0.1], [0.0, 0.0, 0.3], [-0.1, 0.9, -1.2], [0.3, -0.1, 0.0], [0.2, 0.1, -0.1], [-0.2, -0.1, 0.1], [0.1, -0.1, -0.1], [0.1, 0.1, 0.0], [0.0, -0.2, 0.2], [-0.1, 0.9, -1.3], [0.0, 0.0, 0.0], [0.0, 0.0, 0.0], [0.0, 0.0, 0.0], [0.1, 0.0, 0.0], [0.0, 0.0, 0.0], [-0.1, 0.0, 0.0], [0.0, 0.1, -0.1], [0.0, 0.0, 0.0], [0.0, 0.0, 0.0], [0.0, 0.0, 0.0], [0.0, 0.0, -0.1], [0.1, 0.0, 0.1], [0.1, -0.1, 0.0], [-0.1, -0.1, -0.1], [0.0, 0.0, 0.0], [0.0, 0.1, 0.1], [-0.1, 0.0, 0.1], [-0.1, 0.0, -0.1], [0.0, 0.0, 0.0], [0.0, 0.0, 0.0], [-0.1, 0.0, -0.1], [0.3, -0.2, 0.0], [0.0, 0.0, -0.1], [0.0, 0.0, 0.0], [0.5, 0.0, 0.4], [0.0, 0.2, 0.1], [-0.2, 0.1, -0.1], [0.0, 0.0, 0.0], [0.0, 0.0, 0.0], [0.0, -0.1, 0.0], [0.1, 0.1, -0.1], [0.0, 0.0, 0.0], [-0.1, 0.0, 0.0], [-0.1, -0.1, 0.0], [0.1, 0.0, 0.0], [0.0, 0.0, 0.0], [0.0, -0.1, 0.3], [-0.2, 0.1, -0.1], [0.0, 0.0, 0.0], [0.0, 0.0, 0.0], [0.1, 0.0, 0.0], [0.1, 0.0, -0.1], [-0.1, -0.1, 0.2], [0.0, 0.0, 0.0], [0.1, 0.1, -0.2], [0.0, 0.1, 0.0], [0.0, 0.1, 0.1], [-0.1, -0.1, 0.1], [0.0, -0.1, 0.0], [0.0, 0.0, 0.0], [0.3, 0.2, -0.1], [0.0, 0.1, -0.2], [0.1, -0.2, 0.0], [-0.8, 0.1, -0.3], [0.2, 0.0, 0.2], [0.0, 0.0, 0.0], [0.0, 0.0, -0.1], [0.0, 0.1, 0.0], [0.0, 0.0, 0.1], [0.0, -0.1, -0.1], [0.0, 0.0, -0.1], [0.0, 0.1, 0.1]],
  "mulliken_charge": [0.03, -1.48, 0.22, -1.15, 0.51, -0.42, 0.54, -0.01, -0.17, -1.02, 0.38, -1.52, -0.47, -0.04, 0.22, -0.12, -1.34, -0.10, -0.49, 0.73, -0.79, 0.72, 0.12, -1.36, -0.62, -0.49, 0.41, 0.37, 0.24, 0.41, 0.59, 0.52, 0.40, 0.38, 0.37, 0.30, 0.57, 0.56, 0.51, 0.59, 0.25, 0.50, 0.47, 0.68, -0.64, -0.82, -0.06, 0.53, -0.47, -0.78, 1.15, 0.25, 0.04, -0.45, -0.77, -0.71, -0.17, 0.43, 0.45, 0.21, 0.41, 0.48, -0.38, 0.18, 0.50, 0.42, 0.44, 0.43, -0.45, -0.06, 0.44, -1.15, -0.48, 1.60, -0.33, -1.13, 0.53, 0.22, -2.09, 0.52, -0.70, 0.46, 0.33, 0.44, 0.46, 0.47, 0.68, 0.52],
  "gap_ev": 6.4,
  "e_lumo_ev": -3.036,
  "multiplicity": 1,
  "total_charge": 1
}